No. 1
38
Properties=species:S:1:pos:R:3:forces:R:3 method="wB97M-V/def2-TZVPD" s2=0.758 total_charge=-1 homo_energy_ev="-4.1 / -4.1" multiplicity=2 e_above_lowest_kj_mol=151.66 lumo_energy_ev="2.1 / 2.1"
F 0.97336 2.27767 0.50641 0.0 0.1 0.1
C -3.34942 0.28945 0.38390 -0.1 0.0 0.1
C 2.04809 -2.66889 2.81536 0.5 -0.4 0.2
S 2.75656 -1.69286 1.58776 0.1 0.1 -0.2
N 1.45612 -0.75051 -5.15871 0.0 0.1 0.1
C -0.08339 -0.26529 -1.87398 0.0 0.0 0.0
H 0.64816 -0.77042 -5.75459 0.0 -0.1 0.0
C -2.11656 -0.27909 0.66763 0.1 -0.4 0.0
O 0.43690 1.29040 3.31648 0.1 -0.1 0.4
S 2.74520 -4.04994 3.40914 -0.1 0.0 0.0
H 2.82859 -1.26198 -0.84994 0.0 0.0 0.0
Ru 0.77231 -0.45574 1.33958 -0.8 -2.1 -0.9
H -4.57360 2.01850 0.67035 0.0 0.1 0.1
O -2.53124 -2.26612 -0.53731 0.0 0.1 0.0
H -1.01812 0.05753 -1.43791 0.0 0.1 0.0
C 1.82381 1.26831 0.94894 0.5 0.0 0.4
C -1.72176 -1.68170 0.18316 0.1 -0.1 0.1
C 0.03279 -0.35764 -3.24418 0.0 0.0 0.0
H -0.81269 -0.12126 -3.87789 0.0 0.0 0.0
C -3.63411 1.53473 0.90527 -0.1 0.0 -0.1
S 0.56583 -2.00744 3.37046 0.2 1.3 -0.9
O -0.86195 3.05670 3.68424 -0.3 0.1 -0.1
F 2.73850 1.16521 -0.06527 0.0 0.1 -0.1
O -0.59653 -2.07659 0.60690 -0.1 0.1 0.0
C 1.25281 -0.74588 -3.79542 0.1 0.0 0.0
H 2.26638 -1.23024 -5.50710 0.0 -0.1 0.0
C 2.27829 -1.07713 -2.90946 -0.1 0.0 0.0
N -1.20939 0.33635 1.41824 0.0 0.3 -0.2
H -4.05169 -0.26113 -0.22604 0.1 -0.1 0.0
H -0.13559 3.21233 4.30588 0.0 0.0 0.0
H 3.24320 -1.40148 -3.27952 0.0 0.0 0.0
C 2.05552 -0.98652 -1.55274 0.0 0.0 -0.2
F 2.54387 1.83936 1.94892 -0.1 0.1 0.0
C -2.71202 2.13545 1.75011 0.0 0.3 0.3
C -1.52615 1.48262 2.01882 -0.3 0.0 -0.2
N 0.90124 -0.56520 -1.03204 0.2 0.2 1.0
C -0.54699 1.91344 3.04722 0.2 0.3 0.0
H -2.88632 3.09498 2.21731 -0.1 -0.1 0.0

=====

No. 2
107
Properties=species:S:1:pos:R:3:forces:R:3 method="wB97M-V/def2-TZVPD" total_charge=+1 homo_energy_ev=-10.0 lumo_energy_ev=-4.6
H 7.37587 5.07205 10.06826 0.0 -0.2 -0.1
H 2.28724 -4.28047 1.42329 0.1 -0.1 0.0
C -5.08190 -0.66680 -6.88391 0.0 0.1 -0.2
H 9.46716 1.06050 9.33763 0.0 0.0 0.0
H 2.14975 -3.78548 -0.28382 0.0 -0.3 -0.1
C 7.39032 4.45809 7.20386 0.0 -0.2 0.1
H 2.61475 -2.62356 0.93356 0.2 0.1 0.0
H -0.25299 -1.14710 0.20170 -0.1 0.0 0.2
H 0.04603 -3.76058 -4.43732 0.1 -0.1 0.1
H -6.46511 -2.49889 -8.85431 -0.1 -0.1 0.1
H -9.02997 2.18947 -9.62054 0.0 -0.1 0.0
C -0.20531 3.59354 1.91218 0.0 0.0 0.1
O 9.04918 5.30878 8.85355 0.1 0.1 0.0
C -3.20155 -3.48858 -1.46192 0.4 0.2 0.1
H -3.31324 -6.59708 -2.05691 0.1 0.0 0.2
O 0.52411 2.76236 2.79031 0.2 0.0 -0.2
H 2.25879 0.74865 3.47465 -0.1 0.2 0.0
C 9.71246 1.73769 10.15642 -0.1 0.0 0.0
H 0.28572 4.56586 1.89120 0.0 0.0 0.1
H 7.16295 5.47499 6.86891 -0.1 0.0 0.1
C -6.78914 -1.66294 -8.22119 0.1 -0.1 -0.1
C -3.70285 -4.30654 -3.77569 0.2 -0.6 -0.3
H -7.11803 0.68870 -12.02559 0.1 0.0 0.0
Cl -4.64268 -3.23578 -4.72301 0.0 0.2 0.2
O 3.72235 2.67063 3.67141 -0.2 -0.3 -0.1
C 4.45446 1.96743 4.65653 -0.1 0.2 0.0
H -5.78901 -0.80827 -6.05853 0.0 0.0 0.0
H 0.96833 -1.89518 -0.77966 0.1 0.1 -0.1
H 2.41081 3.03203 1.28968 0.0 0.0 0.2
H 9.46030 4.75688 6.98301 0.0 0.0 0.0
H -0.11644 -3.95227 0.99675 -0.2 -0.1 0.3
H 4.88007 1.03936 4.26340 0.0 0.0 0.0
O 8.64348 2.64723 10.29784 0.1 0.1 -0.3
H 10.64864 2.24675 9.90769 0.0 0.0 0.0
H -5.25790 -3.90084 -1.88614 0.1 0.0 -0.2
H -8.75538 1.74214 -7.26328 0.0 0.0 0.0
H 4.66357 3.55525 2.08693 0.1 -0.1 -0.1
O -8.69234 -0.06546 -8.10292 -0.1 -0.1 0.1
C -8.09740 1.21357 -7.95747 0.1 0.0 0.1
H 5.24916 2.59892 5.06481 0.1 -0.1 0.0
H 5.54777 5.88179 8.15953 0.0 0.0 0.0
O 2.58668 0.96166 1.43482 -0.1 -0.2 -0.2
H -0.14270 1.18427 1.62380 0.0 0.1 0.0
H -7.03988 -2.06292 -7.23176 0.0 0.1 0.0
O 6.41910 3.98988 8.12503 0.1 0.3 0.1
H 4.51832 4.56087 7.52657 0.0 0.1 0.0
C -3.79941 -5.63403 -3.88264 0.1 0.0 -0.1
C 8.46555 5.08245 10.12561 -0.2 0.1 0.0
H -4.94572 -4.58517 0.94966 0.2 0.0 0.2
H 0.49827 -2.53799 1.92114 -0.4 -0.2 0.3
C 8.98362 3.88525 10.89586 0.0 -0.1 0.1
C 0.10411 -2.10915 -0.16164 0.0 -0.1 0.0
C 4.23817 2.58077 2.35752 0.0 0.1 0.1
H 9.09053 3.40069 8.02593 -0.2 0.0 0.1
H 10.06814 3.97544 11.01630 0.0 0.0 -0.1
Cl -4.91476 -6.34484 -4.96354 -0.1 0.0 -0.1
H -7.53155 2.41464 -12.02198 -0.1 0.0 0.0
H -7.85146 -0.76017 -9.87520 0.2 0.1 0.1
N -0.59515 -2.93921 -2.29477 -0.3 0.0 -0.1
H 4.87733 4.67121 9.25990 0.0 -0.1 0.0
H -1.45544 -4.50044 -4.94429 -0.3 0.0 -0.1
H -3.11704 -7.60870 -3.45228 0.1 -0.1 -0.2
H 1.50963 -0.40918 2.40002 0.0 0.0 0.0
C 3.17256 2.25240 1.33221 0.0 0.2 -0.1
C -2.25884 -2.94803 -0.59180 -0.2 -0.3 -0.8
C -4.74585 -4.94938 -0.04920 -0.1 0.3 -0.3
O -1.98638 -1.49430 -4.84016 -0.7 0.9 0.5
H -0.76100 -2.20712 -6.21834 0.2 -0.4 -0.3
H -1.23412 3.72791 2.26088 0.0 0.0 -0.1
H -8.76435 -1.89045 -8.89904 0.0 0.0 0.0
Cl -2.68578 -2.55091 0.99874 0.0 0.1 0.2
H 9.85263 1.14822 11.06843 0.1 0.0 0.0
C -2.97282 -6.60009 -3.08985 -0.2 0.0 0.2
C 0.52450 -3.07821 0.98200 0.8 0.5 -0.7
H 7.37460 3.79749 6.32671 0.1 0.1 -0.1
C -1.28225 -2.34740 -5.26654 0.2 -0.1 -0.3
H 3.76622 1.70933 5.46169 0.0 0.1 0.0
C 0.39942 1.37733 2.55839 -0.1 0.0 0.1
H -0.21588 3.19543 0.89234 0.0 0.0 0.0
H 5.03753 1.83476 2.29917 0.0 0.0 0.0
C 1.98157 -3.48809 0.74830 -0.2 0.2 0.1
H 8.73816 5.96454 10.71042 0.0 0.0 0.0
C -8.02353 2.06375 -9.20874 0.1 0.1 -0.1
H -8.72446 1.19826 -11.48901 0.0 0.0 0.0
H -7.65790 3.05524 -8.91284 -0.1 0.0 0.1
H 3.67018 2.25031 0.35916 0.0 0.0 0.0
H -3.85301 -5.56564 -0.04188 0.1 -0.1 0.1
H -4.64355 0.32660 -6.78448 0.0 0.0 0.0
C 1.73321 0.65666 2.52306 0.2 -0.1 0.1
C -7.66382 1.46669 -11.49139 0.1 0.0 0.0
H -4.27836 -1.40743 -6.81739 0.0 0.0 0.1
C -1.03039 -3.61604 -4.48349 0.7 0.0 0.0
N -1.50782 -3.44088 -3.11123 -0.3 -0.5 -0.1
H 8.53303 3.91634 11.89594 0.1 0.1 0.0
C -2.76710 -3.73947 -2.78316 -0.1 0.6 0.7
H -1.91320 -6.36579 -3.11988 0.2 0.1 0.0
C -0.94418 -2.68531 -1.05128 0.0 0.1 0.2
O -7.13930 1.53957 -10.18193 -0.1 -0.3 0.1
O -5.71968 -0.73644 -8.13626 -0.2 0.2 0.2
C 5.28693 4.82476 8.26100 0.0 -0.2 0.0
H -7.12197 1.14605 -7.47133 0.1 -0.1 -0.2
H -4.96880 -2.86459 -0.52896 0.0 0.2 0.0
C -8.03769 -1.07517 -8.84724 -0.1 0.0 -0.2
C -4.60724 -3.75771 -1.03273 -0.2 -0.1 0.3
H -5.59532 -5.56260 -0.32805 0.0 -0.1 -0.1
H -0.18645 0.94540 3.38150 0.0 -0.1 -0.1
C 8.79212 4.42183 7.78130 0.2 -0.1 -0.1

=====

No. 3
19
Properties=species:S:1:pos:R:3:forces:R:3 method="wB97M-V/def2-TZVPD" total_charge=+1 homo_energy_ev=-11.3 e_above_lowest_kj_mol=528.74 lumo_energy_ev=-9.0
H -1.96514 0.47801 -2.18722 0.1 -0.1 0.2
H 1.64666 0.12009 1.15294 0.0 0.1 0.6
H 3.80772 -0.57107 -0.21147 -0.1 0.2 -0.1
C -2.74059 0.72523 -0.13271 -0.2 0.7 1.1
C -2.22942 -0.37812 0.59466 -0.5 0.3 -0.3
N 4.45590 -0.47749 -0.97646 0.4 -0.4 0.0
C -0.77216 -0.72033 0.63857 -0.1 -1.0 1.0
C -2.91966 0.50938 -1.66876 0.7 0.7 -0.9
H -3.67843 1.05502 0.29658 -0.5 -0.3 0.0
H 4.91254 0.41468 -0.97125 0.0 0.3 0.1
O 2.51767 0.17633 1.54643 0.8 0.0 -0.3
H 2.54222 0.20224 2.50773 -0.5 0.0 -0.2
H -0.50659 -1.58948 1.25412 0.1 -0.2 -0.2
H -3.48472 -0.35215 -1.91679 -0.5 -0.9 0.1
H 4.06226 -0.65265 -1.88337 -0.3 0.0 0.0
H -3.46698 1.37026 -2.04560 0.0 0.1 0.2
O 0.03453 -0.00085 0.15058 0.3 0.9 -0.8
H -2.03674 1.56026 0.01483 0.4 -0.2 -0.4
H -2.87306 -0.98591 1.23204 -0.1 0.0 -0.1